Computed, not measured: C52H61AsBN4O6SY as an isolated structure, with ωB97M-V with the def2-TZVPD basis set.

```
127
Properties=species:S:1:pos:R:3:forces:R:3:lowdin_charge:R:1
Y -0.89986 0.74265 -0.93764 -0.3 1.2 -1.1 1.400
C -3.73983 -1.56659 -1.46431 0.1 0.1 0.0 -0.073
N -3.59996 -0.14382 -1.79528 0.1 0.1 -0.2 -0.217
C -4.53197 0.64813 -0.95580 0.1 0.0 0.0 -0.188
C -3.87611 1.32855 0.23352 0.2 -0.3 0.1 -0.172
C -3.18531 0.38275 1.21575 -0.1 -0.5 -0.5 -0.282
N -1.95367 -0.20206 0.70096 -0.2 -0.2 0.8 -0.218
C -1.46502 -1.14736 1.70123 0.3 0.2 0.0 -0.215
C 0.04916 -1.42424 1.79731 0.0 0.0 0.1 -0.119
C 0.43834 -2.22419 2.88235 -0.1 0.1 0.0 -0.047
C 1.75129 -2.59083 3.12462 0.1 0.1 0.0 -0.084
C 2.73478 -2.14642 2.24534 -0.1 -0.1 -0.1 -0.101
C 2.37998 -1.35237 1.17098 0.0 -0.2 -0.1 -0.062
C 1.05223 -0.96143 0.91779 -0.1 0.0 -0.1 -0.360
O 0.81799 -0.18298 -0.13701 0.5 -0.7 0.8 -0.340
C -3.87425 0.06226 -3.23067 0.0 -0.1 0.1 -0.203
C -2.73220 -0.43383 -4.11402 0.0 0.2 0.1 -0.181
C -1.73175 0.66312 -4.47686 -0.2 0.1 0.2 -0.228
N -1.53523 1.62794 -3.38358 0.1 -0.5 -0.2 -0.011
C -1.31863 2.81905 -3.77380 0.0 0.4 0.1 -0.106
C -1.04988 4.00361 -2.96661 0.1 -0.2 -0.3 -0.145
C -0.77418 5.20137 -3.64461 0.0 -0.1 -0.1 -0.064
C -0.49937 6.37424 -2.97629 0.0 0.0 0.1 -0.112
C -0.52120 6.35867 -1.57346 0.0 -0.1 -0.1 -0.088
C -0.80662 5.19809 -0.88527 0.0 0.2 0.1 -0.026
C -1.07234 3.98086 -1.55365 -0.1 -0.1 0.2 -0.366
O -1.33782 2.90852 -0.88159 0.0 0.2 -0.2 -0.230
H -4.78456 -1.89094 -1.55913 0.0 0.0 0.0 0.096
H -3.39593 -1.73451 -0.44674 0.0 0.0 0.0 0.061
H -3.13321 -2.18542 -2.12689 0.0 0.0 0.1 0.075
H -5.34244 0.00295 -0.59699 -0.1 -0.1 0.0 0.119
H -4.99243 1.41679 -1.57592 0.0 0.0 -0.1 0.115
H -4.65239 1.87405 0.77479 0.0 0.1 0.0 0.118
H -3.15597 2.06868 -0.12911 -0.1 0.1 0.1 0.077
H -3.90046 -0.40716 1.51960 -0.1 0.0 -0.1 0.120
H -2.98575 0.94334 2.12953 0.1 0.2 0.4 0.086
H -1.73819 -0.75327 2.69472 0.0 0.1 0.2 0.124
H -0.33587 -2.56666 3.57286 0.1 0.1 -0.1 0.126
H 2.00090 -3.20449 3.98308 0.0 0.0 -0.1 0.099
H 3.77596 -2.41166 2.40365 -0.1 0.0 0.0 0.105
H 3.13781 -0.98669 0.48392 0.0 0.0 0.1 0.112
H -4.00882 1.12913 -3.39195 -0.1 0.1 0.0 0.112
H -4.81200 -0.43403 -3.51200 -0.1 0.0 0.0 0.121
H -3.12573 -0.86156 -5.03508 0.0 -0.1 -0.1 0.116
H -2.20561 -1.22766 -3.59122 0.0 -0.1 0.0 0.038
H -2.05552 1.17764 -5.38589 -0.1 0.1 0.0 0.112
H -0.77334 0.20205 -4.69989 0.2 0.0 0.0 0.075
H -1.32168 3.01697 -4.85199 0.0 0.1 -0.1 0.122
H -0.78142 5.19266 -4.73288 0.0 0.0 0.1 0.108
H -0.28757 7.28808 -3.51837 0.0 -0.1 0.0 0.093
H -0.31498 7.27232 -1.02444 0.0 -0.1 0.0 0.101
H -0.85502 5.18340 0.19916 0.0 0.0 -0.1 0.096
O 0.13881 2.25672 1.28207 0.2 0.1 0.4 -0.560
S -0.50353 2.48797 2.61936 0.2 -0.1 -0.3 0.995
C 0.04686 4.11813 3.26091 0.0 -0.1 0.0 -0.263
C 1.48415 4.52230 3.10014 0.0 -0.1 -0.1 -0.261
C 2.36733 4.49635 4.17561 0.0 -0.1 0.1 -0.045
C 3.68864 4.88700 4.01767 0.0 0.0 -0.1 -0.073
C 4.14694 5.30990 2.77446 -0.1 0.0 0.0 -0.084
C 3.26993 5.35187 1.69616 -0.1 0.0 0.1 -0.084
C 1.94341 4.96612 1.86057 0.0 0.0 -0.1 -0.051
C 0.22220 1.35291 3.83424 0.4 0.0 -0.1 -0.256
C 1.72452 1.13088 3.92517 -0.1 0.1 0.1 -0.236
C 2.24822 0.82760 5.18328 0.1 0.1 0.0 -0.054
C 3.59949 0.54620 5.34990 -0.1 0.0 0.0 -0.085
C 4.45220 0.56863 4.25266 -0.1 0.0 -0.1 -0.089
C 3.93793 0.86369 2.99680 0.0 0.1 0.2 -0.080
C 2.58388 1.12864 2.82785 0.0 0.2 0.1 -0.048
H -0.26841 4.10523 4.30838 0.0 0.1 -0.1 0.095
H -0.60455 4.79852 2.70946 0.0 0.0 0.1 0.085
H 2.02115 4.16290 5.14972 0.0 0.0 -0.1 0.117
H 4.36235 4.85750 4.86660 0.0 0.0 -0.1 0.106
H 5.17924 5.61959 2.65014 -0.1 0.0 0.0 0.102
H 3.61782 5.70649 0.72939 0.0 0.0 0.1 0.102
H 1.25294 5.01102 1.02031 0.1 0.0 0.1 0.091
H -0.25776 0.40393 3.59074 -0.1 0.0 0.0 0.068
H -0.18951 1.69565 4.78953 0.0 -0.1 0.0 0.097
H 1.58723 0.81431 6.04707 0.1 0.0 -0.1 0.112
H 3.98319 0.30821 6.33742 0.0 0.0 -0.1 0.100
H 5.50658 0.34315 4.37396 -0.1 0.0 0.0 0.100
H 4.59288 0.88029 2.13085 -0.1 0.0 0.1 0.110
H 2.19874 1.32272 1.83729 0.0 0.0 0.0 0.092
C 0.28668 -2.29527 -4.36022 -0.1 0.1 -0.2 -0.298
As 0.42184 -1.41315 -2.61141 0.0 -0.9 -0.3 1.177
C 2.35998 -1.33368 -2.63010 0.1 0.3 0.2 -0.263
C 0.03984 -3.05975 -1.57676 0.3 -0.1 -0.1 -0.297
C 0.90411 -4.26184 -1.83029 -0.1 0.1 0.0 -0.288
C 0.52274 -5.24189 -2.74674 0.0 -0.1 0.0 -0.070
C 1.31324 -6.36572 -2.96913 0.0 0.1 0.0 -0.090
C 2.50427 -6.53032 -2.27288 0.0 0.1 0.0 -0.101
C 2.89353 -5.56320 -1.35107 -0.1 0.0 0.0 -0.080
C 2.10189 -4.44158 -1.13382 0.0 0.0 0.0 -0.046
H 0.99229 -3.12389 -4.39259 0.0 0.0 0.0 0.023
H 0.53413 -1.58829 -5.15234 0.0 0.0 0.0 0.021
H -0.71943 -2.67951 -4.53995 0.0 0.0 0.0 0.024
H 2.77795 -2.33637 -2.62528 0.0 -0.1 0.0 0.024
H 2.70428 -0.76931 -1.76442 0.0 -0.1 -0.1 0.008
H 2.66520 -0.81675 -3.53895 0.0 0.0 0.0 0.029
H -0.99654 -3.28783 -1.81341 -0.2 0.0 0.0 0.062
H 0.07946 -2.78970 -0.53199 0.0 0.1 0.2 0.050
H -0.41293 -5.12886 -3.28758 0.1 0.0 0.0 0.109
H 0.99363 -7.11522 -3.68652 0.0 0.1 0.1 0.100
H 3.11852 -7.40933 -2.43945 -0.1 0.1 0.0 0.098
H 3.81591 -5.68435 -0.79245 -0.1 0.0 0.0 0.102
H 2.39683 -3.69976 -0.39903 0.0 0.0 0.0 0.103
C 2.80166 3.02390 -3.13098 0.0 0.1 0.0 0.015
C 1.93757 2.47773 -2.02757 -0.2 -0.3 -0.1 -0.532
N 2.14544 2.98582 -0.80237 -0.2 -0.2 -0.2 0.228
O 1.07772 1.62011 -2.28130 0.4 0.6 0.4 -0.095
H 2.32229 3.92825 -3.51793 0.0 -0.1 0.0 0.088
H 2.86578 2.29366 -3.93343 0.0 0.0 0.0 0.084
H 3.80067 3.28191 -2.77557 0.0 0.0 -0.1 0.082
H 2.80893 3.72286 -0.65389 0.1 0.0 -0.1 0.094
H 1.53132 2.74208 -0.03399 -0.1 -0.1 0.2 0.060
O -2.94728 -3.06009 2.71128 0.0 -0.3 -0.1 0.200
B -2.13069 -2.57096 1.68459 -0.1 -0.4 0.1 -0.521
O -1.87981 -3.58269 0.75823 -0.1 -0.1 0.0 0.187
C -2.49111 -4.71588 1.25323 0.2 0.4 -0.2 -0.180
C -2.46894 -5.98905 0.74168 0.0 -0.2 -0.1 0.014
C -3.15079 -6.96616 1.47229 0.0 0.1 0.0 -0.087
C -3.81358 -6.65038 2.65511 0.0 0.0 0.0 -0.090
C -3.82051 -5.34618 3.15793 -0.2 -0.2 0.2 0.006
C -3.14132 -4.40196 2.42983 0.0 0.5 0.2 -0.184
H -1.93636 -6.21740 -0.17689 -0.1 0.0 0.1 0.120
H -3.15530 -7.98834 1.11427 0.0 0.0 0.0 0.100
H -4.33061 -7.43164 3.20081 0.0 0.1 0.0 0.100
H -4.32979 -5.09222 4.08108 0.1 0.0 -0.1 0.121
```
Forces are in eV/Å.

Summary:
**2S+1**: 1
**Gap between HOMO and LUMO**: 7.29 eV
**Highest occupied orbital energy**: -6.8233 eV
**F_max**: 0.033 Eh/bohr